(1)
Density functional theory data (wB97M-V/def2-TZVPD) for a molecular structure, C33H53BeN2O2P2.

The geometry in XYZ format:
```
93
Properties=species:S:1:pos:R:3
C 1.4882 -3.0882 -0.0663
H -1.2799 -3.6381 4.0518
Be 0.0798 -0.3816 -0.1137
H 2.6639 2.9455 2.5693
H -1.3724 2.7151 1.6847
H 2.2575 4.5630 1.9378
H -1.8551 0.9743 2.1760
C 2.9014 3.0923 0.4089
H 2.1310 2.2991 -2.5528
H -1.4059 4.5436 -1.4987
C 3.0099 -0.1907 -2.7884
H 1.2583 -5.0935 1.6748
H 1.1042 -3.1067 4.1391
C -1.3626 -3.4787 -0.4850
O 1.2628 0.8825 2.1481
C 0.0939 4.7758 0.6838
H -3.4471 -3.3953 -0.9682
C -2.7821 -2.9532 -0.2162
H 0.1869 4.6117 1.7624
C -1.3840 -3.2645 3.0221
C 3.2068 4.1661 -0.6723
N -1.4910 -0.2506 -0.6417
H -1.6951 -2.2094 3.0586
C -1.8229 1.1362 -4.7788
H -4.9192 0.4844 -2.4879
H -2.8315 0.3032 4.3211
C -1.5168 2.9371 0.6196
P 1.2764 2.3302 -0.1230
H -3.2547 1.3440 -6.3946
H 4.2443 4.0665 -1.0162
H 3.0854 5.1805 -0.2768
H -1.5238 1.8774 5.5810
H -1.0826 -2.1935 -2.2561
P -0.1370 -2.5651 0.6369
O -1.6418 0.1490 2.6445
C -1.7685 0.4134 4.0521
H 0.7373 -1.5883 3.2749
H -0.4856 -5.5128 -0.2566
H -0.4529 -5.5379 1.9326
C 2.9137 3.7000 1.8188
H -1.6510 2.5958 3.9684
H -2.8730 -1.8763 -0.3125
C -1.6563 0.7953 -3.4401
C 3.0650 -2.3794 -1.8476
C 2.0587 -1.9947 -0.9814
H 2.2037 -3.3154 0.7461
C -0.0215 -3.4126 2.3348
C -2.7681 0.4504 -2.6232
H -2.0335 -5.4003 -1.0915
H 4.2912 1.6990 -0.6016
C -0.6119 3.7847 -1.5056
H 0.0394 -3.5606 -2.1942
H -2.0039 -5.2513 0.6505
H -0.9574 1.4017 -5.3891
H 2.0306 -2.6735 2.6864
H 2.5784 4.0864 -1.5727
H 1.0005 5.2565 0.3124
C -4.2077 0.8995 -4.5042
C 1.0344 -2.6373 3.1464
H -0.1439 1.7828 4.4797
H -3.1556 -3.1895 0.7844
C -1.4467 -4.9932 -0.2571
H -0.9904 2.8868 -2.0068
H 3.9352 4.0450 2.0197
H 3.6193 1.0734 0.9275
C -3.1061 1.1287 -5.3293
C -1.2376 1.7530 4.5329
H 0.2341 4.1656 -2.0836
H -0.6462 0.7697 -3.0253
C 0.3659 -4.9015 2.2840
C -4.0524 0.5929 -3.1487
H -2.1661 -3.8635 2.5363
C -2.4746 -0.0627 -1.3232
H -1.9446 2.0616 0.1186
H -1.6622 -3.8303 -2.5689
H 4.8394 2.3371 0.9644
C 1.9465 1.6615 -1.6820
H 3.2844 0.5514 -3.5195
H -1.2310 -0.4081 4.5381
C 3.5108 -1.4709 -2.7902
H 0.5867 -5.2151 3.3148
C 0.8267 0.8978 1.0134
H 3.4272 -3.4044 -1.8148
H -5.2214 0.9938 -4.9259
H 4.1848 -1.7753 -3.5713
C 3.9717 1.9702 0.4075
C -0.2296 3.4736 -0.0598
H -2.2651 3.7513 0.5677
C 2.1171 0.2451 -1.7967
H 1.3701 -4.0481 -0.6051
C -0.9767 -3.2363 -1.9535
N 1.5649 -0.7260 -0.9500
H -0.7416 5.4731 0.5358
```

Properties
Highest occupied orbital energy   -9.41 eV
Kohn-Sham gap   5.537 eV
Charge   +1

=====

(2)
Density functional theory data (wB97M-V/def2-TZVPD) for 2 unconnected molecules or ions with the total composition C3H9NO3S.

The geometry in XYZ format:
```
17
Properties=species:S:1:pos:R:3
H -0.5005 -0.2518 -1.8812
C 0.2981 -0.2186 -1.0896
C 0.6260 -0.3102 1.2081
H -1.6098 -1.9554 -0.6534
O 0.3992 2.9255 -1.7525
H 1.1437 -0.9318 -1.2319
H 0.0784 -0.5674 2.0870
S -0.1058 3.2744 -0.4412
N -0.3460 -0.2959 0.1858
O -1.2692 0.6367 0.3788
H 1.4542 -1.0644 1.1636
C -1.0350 -1.6738 0.2709
O 0.8967 3.2024 0.5799
H 0.8556 0.7875 -1.4450
H -1.6712 -1.7314 1.1428
H 1.0069 0.6645 1.2257
H -0.2215 -2.4902 0.2523
```

Properties
Highest occupied orbital energy   -9.01 eV
Energy relative to the best compared isomer or geometry (same formula, charge and spin)   105.6 kcal per mole
Kohn-Sham gap   8.520 eV

=====

(3)
Density functional theory data (wB97M-V/def2-TZVPD) for C8H11BrO in the gas phase.

The geometry in XYZ format:
```
21
Properties=species:S:1:pos:R:3
O -0.2107 2.4838 0.5889
H 2.0817 0.5770 -1.0406
C 0.6499 -1.7326 0.4288
C 0.2885 -1.4915 -0.7949
C -0.6644 -0.1787 1.4829
H 0.0704 -2.3028 -1.4934
C -1.2333 1.9149 0.2026
H 1.0070 1.7710 -1.2198
H 0.6767 -2.8132 0.7446
C 0.7267 -0.7438 1.4325
H -2.0361 2.4182 -0.4085
H 1.3837 0.1383 1.2218
C -1.2747 0.5315 0.3106
H 1.5327 1.0401 -2.5554
H 0.9233 -1.2993 2.3622
C 0.1731 -0.1857 -1.4212
H -0.5242 0.5831 2.1957
C 1.1887 0.7647 -1.5117
H -1.3379 -1.0334 1.8700
H -0.4870 -0.1648 -2.2229
Br -2.9341 -0.2771 -0.1721
```

Properties
Highest occupied orbital energy (alpha / beta)   -8.33 / -8.33 eV
Energy relative to the best compared isomer or geometry (same formula, charge and spin)   59.0 kcal per mole
Kohn-Sham gap (alpha / beta)   7.823 / 7.825 eV

=====

(4)
Density functional theory data (wB97M-V/def2-TZVPD) for a molecular structure, C36H100F8N12O27S8.

The geometry in XYZ format:
```
191
Properties=species:S:1:pos:R:3
H -5.0608 -1.4262 7.1179
C 0.0790 -8.5987 -1.2020
H -8.2176 1.7100 0.6640
O 4.0460 -4.5075 0.8166
N -0.2424 -7.2150 -1.7811
O 2.4409 0.5983 -8.6130
C 6.6066 3.6865 3.3539
C 2.2876 1.7377 -7.7577
C 5.2123 5.6034 3.4349
H -6.1348 8.9000 -1.3733
O -0.9083 -4.5492 0.3199
S 3.8978 -4.8106 -0.6135
H -0.8680 7.1433 -0.8461
O 4.0995 -7.7949 4.8588
H -1.1973 -10.2453 -0.3082
C 4.1247 -7.5471 3.6797
C -12.0545 -0.9309 0.4867
O 1.1498 -9.0383 -1.3558
H -1.9745 8.5102 -3.8986
H 2.7795 -8.6798 2.4351
N 2.5589 -4.1801 -1.1256
F -4.4443 2.0415 -1.5993
H -9.6967 2.9313 -1.9719
H 6.0925 -6.3981 2.0463
C 1.7132 -0.6917 -0.6552
H -1.2256 -5.9507 -3.1821
H 6.5222 -6.5211 3.7942
N 3.4667 -0.5263 -10.6492
S -5.2498 2.0352 -0.2060
H 4.4375 -9.4131 2.5803
H -1.3892 -5.9265 11.9975
C -0.9192 1.7969 2.5781
H -0.7916 -1.5528 1.2635
N 1.7036 6.3425 -0.1900
H 1.5537 -0.8645 -11.5232
C 5.0552 6.9588 2.8102
C 0.4349 0.6795 1.0690
H 7.2748 3.7491 4.1747
H 2.3836 0.1224 -0.7879
C 5.7144 -1.4475 -10.7284
C 2.0131 -0.6770 -10.5286
H 7.0174 -0.1418 -8.1709
N -8.6678 1.1853 -0.1341
F 1.0733 -3.1147 -2.7090
H -1.6162 -4.0172 5.9250
C -5.7134 7.9313 -1.7141
H 6.5668 4.8208 -2.2770
O -4.4690 2.8888 0.6973
H 1.3619 1.4604 -10.1775
H -0.7355 -1.4229 -0.3974
H 3.9288 -2.0067 -12.0724
N -0.1804 -1.6719 0.4394
H 4.0135 6.9236 -1.2010
H -9.4944 3.6913 -0.4117
C 3.8977 -8.4895 2.4966
F -0.4209 5.3864 -0.8946
C 4.9831 7.4186 -0.9977
C -2.1021 8.4934 -1.8732
H -0.1520 -3.5445 6.7744
O 6.0690 6.5453 -1.2692
C -1.5660 -5.6301 7.8533
H 5.7702 6.0412 1.1419
H 4.1284 6.1283 1.1492
H 5.6384 3.1828 3.5819
O -4.3455 7.7868 -1.3421
O 6.2939 4.9885 2.8189
H -2.7216 6.9918 -3.3664
H 2.1480 -1.7406 -0.8876
C -1.8263 -2.0127 6.8722
H 6.2143 -4.8921 3.0965
C -4.0552 -1.1025 6.9458
H -0.2102 2.3218 3.1729
O -4.0353 0.1054 2.3871
O 5.0399 -4.7396 -1.5211
S -4.0354 -0.2126 1.0028
O -0.3104 0.5547 2.2394
H 5.9328 8.4384 0.6784
H -12.4969 -1.4520 -0.3563
H -0.2310 1.0312 0.2805
H -1.2602 -8.8079 0.5150
H 0.1002 -2.6317 0.5051
O 1.4794 4.0607 -1.1848
O 0.2390 7.7693 1.3399
F -1.6692 -4.7746 2.6347
H -1.3413 -1.5011 7.6937
H 3.6625 0.2466 -11.2994
C -0.8686 -6.9963 -3.1454
H -1.2095 -3.8689 8.8592
H -3.8150 9.4265 -2.5815
H -12.0206 -1.6875 1.2442
O -0.7412 -5.4073 10.0478
H 4.3753 4.9129 3.3201
F 2.2674 -4.6265 3.6857
C 5.0471 7.8232 0.4374
H 7.7787 -1.1199 -9.1497
O -10.7057 -0.5959 0.0271
H -4.1070 -0.6151 5.9416
C 4.2314 -1.7428 -11.0436
C 5.9577 -5.9464 3.0402
H -5.7752 8.0329 -2.7995
N -5.2077 0.5921 0.1466
H -3.7042 -0.3065 7.6494
S -0.3924 -4.8352 1.6666
H 3.2763 1.9781 -7.3465
H -3.7013 9.6861 -0.7551
C -0.4888 -5.9986 11.3264
H 7.2369 3.2127 2.6139
O 1.3062 -5.4221 -2.8843
H -1.8392 8.0663 0.2027
H -1.1643 2.4164 1.7292
H 0.2971 -5.4001 11.9010
C -3.5445 8.9446 -1.6405
H -10.1823 0.1639 -1.7912
H -1.9561 -8.7046 -1.0679
H 1.8263 2.5626 -8.2794
H -2.5205 6.8837 -0.7256
H 4.1320 -5.5805 2.4500
S 1.0112 4.9187 -0.1663
O 0.2084 -6.1447 1.7625
H -2.6957 -6.0349 9.5606
C -10.1292 2.9899 -1.0254
H 5.9684 7.5156 3.0015
O 5.7411 -0.9011 -9.4392
O 0.6511 4.6760 1.1662
H 0.6080 -6.6881 -1.8762
H -1.3623 -7.2679 9.2664
H 5.8437 6.2596 -3.2453
H -2.3546 -6.0283 7.2857
H 3.8595 -2.5168 -10.3819
N 0.3479 -3.6795 2.2740
S 1.5491 7.2631 0.9930
C -1.8674 7.7007 -3.1428
H 1.6884 -1.2082 1.3494
H -0.8735 7.1961 -3.0765
H -0.6395 -5.8212 7.2894
O 3.0588 -3.9742 -3.6975
H -10.4095 1.8788 0.7734
C -10.1210 1.6344 -0.2425
H -12.6690 -0.1087 0.7881
C -10.7722 0.4403 -0.8911
C -1.2214 -3.4938 6.7595
H -8.0461 1.2191 -0.9326
S 1.2785 -3.4129 3.5656
O -3.2195 -2.2321 6.9982
O -2.7714 -0.1870 0.2408
C -1.1653 -9.1539 -0.5284
H 6.3735 -2.3223 -10.8772
H 5.1224 8.3370 -1.5885
H -8.6007 0.2087 0.2123
H -0.1106 -7.2648 -3.8607
H 4.2489 -5.5315 4.0938
H 1.7255 -1.5552 -9.9070
H -0.1505 -7.0430 11.2401
H -11.8250 0.6832 -1.2264
F -4.6285 -1.6008 0.9649
O 2.4411 6.8374 2.0989
H 4.2353 -8.0684 1.5553
H -1.4175 9.3050 -1.7314
F 3.4847 -6.4073 -0.5411
N -1.7909 7.5612 -0.6997
H -6.3444 7.2086 -1.2822
H 4.2536 7.5788 3.1208
F 2.1138 8.6818 0.5005
H -1.7633 -7.6472 -3.2475
H -0.7462 -6.6903 -1.0636
H 0.5346 0.3170 -9.2558
H 4.8348 5.2033 -2.1228
N 5.0034 6.6660 1.3539
N 4.5329 -6.0388 3.3114
C 1.0046 -0.6521 0.6382
H 1.7320 1.4765 -6.8683
S 2.1611 -4.2745 -2.6994
H 4.2588 8.4789 0.6805
H 6.1613 -0.7066 -11.4326
H -11.1289 3.3663 -1.1007
C -1.6069 -6.1758 9.2364
H 3.8789 -0.1206 -9.7841
H -1.8115 1.7386 3.2234
H 5.3727 5.6485 4.4950
O 2.1853 -2.3267 3.4386
H -2.6547 -3.8897 8.0947
C 1.4894 0.5241 -9.6773
H -1.6454 -1.3435 6.0250
N -1.6864 -4.1490 7.9952
C 5.8006 5.6517 -2.3169
H 0.9570 -0.4566 -1.4591
H 1.3205 1.4380 1.1738
H 7.3033 0.4616 -9.7971
C 7.0038 -0.3800 -9.1612
O 0.4631 -3.5104 4.7455
O -6.5457 2.5566 -0.5747
```

Properties
Highest occupied orbital energy   -15.70 eV
Energy relative to the best compared isomer or geometry (same formula, charge and spin)   0.0 kcal per mole
Kohn-Sham gap   9.765 eV
Charge   +4

=====

no.,largest force on an atom (eV/Å)
1,7.666
2,5.372
3,4.248
4,5.791